Entry 1:
DFT (ωB97M-V/def2-TZVPD) results for C8H12As2CaF15N2O11 as an isolated structure in a non-equilibrium geometry.

Structure (XYZ):
```
51
Properties=species:S:1:pos:R:3
Ca -0.5384 -0.7901 -0.6867
As -1.7584 1.4393 2.6698
F -2.1074 0.0521 3.6810
F -1.7311 0.3272 1.2294
F -1.3810 2.8118 1.6150
F -1.9566 2.4562 4.1347
F -0.0245 1.2415 2.8801
F -3.4828 1.6209 2.3213
As -0.2244 -4.6784 -1.3334
F 0.3825 -6.2584 -1.7293
F 0.4412 -4.8779 0.3031
F -0.7720 -3.0283 -0.8375
F -0.8777 -4.3326 -2.8981
F -1.8114 -5.3098 -0.8522
F 1.2848 -3.9285 -1.7711
C 1.9370 -1.4547 0.8076
O 0.5077 -1.4923 1.1640
O 1.8136 -1.2817 -0.5622
C 2.6358 -0.4181 1.8132
F 2.4361 0.8377 1.4294
F 2.2319 -0.5060 3.1180
F 3.9602 -0.6475 1.8558
C 0.1377 -2.3003 2.2521
C -1.3542 -2.7623 2.1900
H -1.5299 -3.5666 1.4739
H -1.5872 -3.3517 3.0833
H -2.0733 -1.9580 2.0479
H 0.2895 -1.8889 3.2507
H 0.5380 -3.3194 2.2589
H 2.1921 -2.4958 1.0398
N -3.5205 -1.9267 -2.0707
O -2.7607 -1.1782 -1.3580
O -4.5610 -2.4348 -1.6491
O -3.1079 -2.2929 -3.1813
N 0.4610 -1.0727 -3.9272
O 1.7112 -1.0324 -3.8689
O -0.1341 -2.0252 -4.4731
O -0.1855 -0.3195 -3.1331
C 2.1343 6.0282 -0.3043
C 0.9901 4.9974 -0.5086
C 0.4051 4.8401 -1.9141
O -0.0466 3.5143 -1.8845
C 0.6192 2.8260 -0.9347
O 0.5158 1.6543 -0.7918
O 1.3791 3.6814 -0.2318
H 2.8530 5.8036 -1.0976
H 2.6658 5.9554 0.6430
H 1.8835 7.0801 -0.4425
H 0.1334 5.3447 0.0791
H 1.2887 4.8653 -2.5673
H -0.3016 5.5522 -2.3321
```

Calculated values
ΔE to the lowest compared entry with this formula, charge and spin in kcal/mol: 12.1
Total charge: -3
LUMO energy in hartree: 0.195
E_HOMO in eV: 0.1

Entry 2:
DFT (ωB97M-V/def2-TZVPD) results for C14H24NO3 as an isolated structure in a non-equilibrium geometry.

Structure (XYZ):
```
42
Properties=species:S:1:pos:R:3
C 5.0525 1.0679 1.2651
C 4.9028 0.8052 -0.3050
H 5.3179 1.7275 -0.9209
H 5.2780 -0.1492 -0.6566
O 3.3912 0.6313 -0.7790
C 2.5611 -0.3744 -0.3305
C 2.9687 -1.6133 0.3418
C 2.1460 -2.5063 0.2244
C 0.7788 -2.3901 -0.1009
C 0.4303 -1.2703 -0.5680
C 1.2161 0.0254 -0.7284
H 0.8445 0.8345 -1.3226
O -0.8926 -1.1412 -1.0714
C -1.8456 -1.9198 -0.9517
C -2.5482 -2.2055 0.2598
H -3.5364 -2.7924 0.4032
H -1.8376 -2.8788 1.1263
O -2.7946 -0.9989 1.0994
C -3.6932 -0.0254 0.4437
H -4.7391 -0.2147 1.2206
H -4.0750 -0.3848 -0.6242
C -3.4113 1.4003 0.7933
N -2.0226 1.5636 -0.0515
C -2.2951 1.9684 -1.3104
H -1.3072 2.0199 -2.2915
H -2.4854 2.9769 -1.4878
H -2.9697 1.1198 -1.9823
C -1.0195 2.4703 0.5678
H -0.9021 1.8454 1.6841
H -0.0990 2.3482 0.1007
H -1.4647 3.4159 0.6841
H -1.6285 0.4556 -0.3063
H -3.0725 1.5323 1.7160
H -4.0494 1.8961 0.2512
H -2.6330 -1.7644 -1.7363
H -1.3788 -2.7445 -1.2832
H 0.2004 -3.2463 -0.0220
H 2.5166 -3.4343 1.0386
H 4.0679 -1.5790 0.4831
H 5.9557 1.2370 1.4574
H 4.6404 1.9391 1.6364
H 4.4323 0.3530 2.0334
```

Calculated values
ΔE to the lowest compared entry with this formula, charge and spin in kcal/mol: 304.0
Total charge: +1
LUMO energy in hartree: -0.086
E_HOMO in eV: -11.2

Entry 3:
DFT (ωB97M-V/def2-TZVPD) results for C84H109N13O52S8 as an isolated structure in a non-equilibrium geometry.

Structure (XYZ):
```
266
Properties=species:S:1:pos:R:3
N -1.1152 4.3299 2.3873
H -1.3391 5.2541 1.9913
H -0.8462 3.5548 1.6260
H -1.9887 3.9888 2.8013
H -0.4256 4.5126 3.0833
N 1.9768 -4.5862 -1.3256
H 1.2761 -5.2177 -0.9348
H 1.7549 -3.5872 -1.0109
H 1.8228 -4.5230 -2.3244
H -0.9135 -5.9652 -2.5785
C -1.9977 -9.0331 -1.9852
C -1.4992 -7.7287 -2.1264
C -1.6208 -7.1051 -3.5546
O -1.1094 -5.8898 -3.5668
C -2.3683 -7.7202 -4.4975
C -2.6310 -9.1099 -4.3675
C -2.8324 -9.7315 -2.9178
O -3.6097 -10.6355 -2.6838
O -2.7276 -9.9096 -5.2952
O -0.9443 -6.9139 -1.3166
H -2.0021 -9.4127 -0.9529
H -2.5380 -7.3273 -5.4892
C -0.9302 -0.5446 1.3301
C 0.0027 -1.2754 0.5474
C 1.0914 -0.4270 -0.2463
O 1.8981 -1.0613 -0.9715
C 1.1135 0.9883 -0.1010
C 0.1016 1.6590 0.5319
C -0.8593 0.8279 1.3810
O -1.5247 1.5209 2.2025
O -0.0347 2.9231 0.5273
O 0.0317 -2.5185 0.4141
H -1.6851 -1.0510 1.8961
H 1.7403 1.5611 -0.7728
C 3.3120 4.1289 -0.0762
C 3.2597 4.1618 1.4392
C 3.5690 5.5755 1.9691
C 2.6433 6.6844 1.5902
N 1.9409 7.5116 1.1964
H 2.7798 4.9435 -0.5941
H 2.9201 3.2221 -0.5156
H 4.3725 4.1762 -0.4706
H 3.9779 3.4925 1.9314
H 2.2552 3.9348 1.7914
H 4.5512 5.8949 1.6672
H 3.5442 5.4467 3.0505
C 0.2730 -7.7266 2.9416
C 1.0431 -7.0774 1.7792
C 1.7729 -5.7175 2.0133
C 2.8014 -5.6747 3.0943
N 3.4326 -5.3337 4.0145
H 0.6187 -7.4648 3.9943
H 0.3965 -8.7762 2.8036
H -0.7911 -7.4403 2.9306
H 0.4635 -6.8529 0.8583
H 1.8397 -7.7777 1.5126
H 1.0668 -4.8997 2.1829
H 2.2481 -5.4181 1.0585
C -4.4688 -3.1312 -3.4230
C -3.5558 -3.5175 -2.2222
C -2.9982 -2.2516 -1.5956
C -2.1348 -1.4055 -2.4426
N -1.4876 -0.6134 -3.0086
H -4.6721 -4.0339 -4.0208
H -4.0380 -2.3125 -3.9988
H -5.3593 -2.6218 -3.1284
H -2.7234 -4.0677 -2.6078
H -4.1246 -3.8946 -1.3346
H -2.4228 -2.5510 -0.7132
H -3.8523 -1.6571 -1.3139
C -2.2974 1.3332 6.7014
C -3.6492 1.8405 7.3413
C -4.6617 2.3890 6.2910
C -4.0935 3.3301 5.2950
N -3.5972 4.0286 4.5032
H -2.4522 1.0259 5.6947
H -1.8535 0.4556 7.1887
H -1.5391 2.1330 6.6576
H -3.3396 2.5903 8.0714
H -4.2340 1.1005 7.8773
H -5.5263 2.9131 6.7420
H -5.0248 1.6063 5.6305
C 3.1173 -7.6249 -5.1712
C 4.2890 -7.0615 -4.3993
C 4.8082 -7.9385 -3.2163
C 3.6577 -8.2267 -2.3997
N 2.6417 -8.2476 -1.8504
H 2.2142 -7.5863 -4.5950
H 3.3448 -8.6115 -5.5611
H 2.8361 -7.0045 -6.0496
H 4.0439 -6.0399 -4.0790
H 5.1644 -6.9135 -5.0817
H 5.6523 -7.4657 -2.6857
H 5.1855 -8.8869 -3.5957
C 3.9929 -1.9080 3.4782
C 5.2661 -1.6986 4.1050
C 5.7672 -0.4437 4.2937
C 4.9653 0.6540 3.9738
C 3.7444 0.4693 3.3802
C 3.2602 -0.7971 3.1300
N 5.5385 1.9843 4.2728
O 6.7336 2.0974 4.4049
O 4.7523 2.9326 4.3618
H 3.6507 -2.8997 3.2876
H 5.8000 -2.5769 4.4448
H 6.7300 -0.2945 4.7524
H 3.1334 1.3483 3.0911
H 2.2381 -0.9121 2.7493
C -7.9124 5.4127 2.5226
C -7.4502 6.6243 2.0039
C -6.2932 6.7168 1.2983
C -5.6193 5.5549 1.0408
C -5.9628 4.3426 1.6151
C -7.1489 4.2406 2.3500
N -4.3937 5.6189 0.2246
O -3.6903 4.5997 0.0725
O -4.0649 6.6702 -0.2572
H -8.9206 5.3373 2.9823
H -8.0924 7.4636 2.0951
H -5.8666 7.5321 0.7261
H -5.2720 3.5501 1.4508
H -7.4097 3.2868 2.7441
C -0.2881 -3.8445 4.7541
C -0.9514 -2.6962 4.2779
C -2.0096 -2.0898 4.9722
C -2.4388 -2.6256 6.1702
C -1.9406 -3.8304 6.6299
C -0.8939 -4.3724 5.8930
N -3.5497 -1.9404 6.9255
O -4.3255 -1.2423 6.2771
O -3.6789 -2.2576 8.0909
H 0.6245 -4.1638 4.2757
H -0.5976 -2.3925 3.3029
H -2.5138 -1.2077 4.5450
H -2.1734 -4.2774 7.5936
H -0.4238 -5.1887 6.4271
C 0.9486 -0.1864 5.9160
C 1.9053 0.5172 6.6379
C 2.1761 1.8348 6.4058
C 1.4710 2.5385 5.4308
C 0.5704 1.8121 4.6360
C 0.3730 0.4337 4.8293
N 1.6866 3.9745 5.0805
O 2.2923 4.6731 5.8338
O 1.0591 4.4303 4.1011
H 0.8147 -1.2382 6.1579
H 2.5145 0.0192 7.3582
H 3.0569 2.3048 6.8903
H 0.1459 2.2658 3.7586
H -0.2299 -0.0564 4.0925
C -2.6775 2.8498 -5.4070
C -3.4201 3.9976 -5.1263
C -4.1260 3.9989 -3.9441
C -4.1252 2.8556 -3.1731
C -3.4240 1.7145 -3.4197
C -2.6805 1.7071 -4.6378
N -4.8127 2.8458 -1.8183
O -5.7024 3.6682 -1.6249
O -4.4324 2.0475 -0.9878
H -2.1381 2.7657 -6.3534
H -3.4616 4.7771 -5.8453
H -4.7071 4.8565 -3.5884
H -3.3217 0.8558 -2.7525
H -2.0657 0.8491 -4.8934
C -1.3946 11.1384 -1.7539
C -2.1426 10.8898 -0.5625
C -2.0814 9.6495 0.0856
C -1.1240 8.7553 -0.2602
C -0.3393 8.9466 -1.4088
C -0.5824 10.1110 -2.1803
N -1.0360 7.5159 0.5661
O -0.3635 6.5890 0.1237
O -1.6915 7.4433 1.5960
H -1.4628 12.1125 -2.3058
H -2.7974 11.6386 -0.2190
H -2.7494 9.4388 0.8916
H 0.3827 8.1746 -1.6597
H 0.0779 10.2371 -3.0519
C -1.2877 4.5446 -2.1278
C 0.0046 3.6963 -2.2348
O 0.4109 3.9477 -3.5989
S 0.3619 5.5166 -3.7965
O 0.1022 5.7101 -5.1648
O 1.4255 6.1205 -3.1544
O -0.9845 5.8020 -2.8716
H -1.4462 4.7635 -1.0585
H -2.0717 4.0385 -2.6001
H -0.0829 2.6327 -2.1651
H 0.7020 4.1517 -1.5167
C 4.9555 1.0453 -1.8869
C 4.9856 -0.2510 -0.9720
O 6.2848 -0.1131 -0.2599
S 6.6084 1.4689 -0.0755
O 8.0020 1.6769 -0.2536
O 5.8885 1.9186 1.0665
O 5.8949 1.9481 -1.3954
H 3.9808 1.5455 -1.8376
H 5.2480 0.8788 -2.9516
H 5.0909 -1.1873 -1.5575
H 4.1784 -0.2583 -0.2552
C 4.7994 -3.8716 -1.0029
C 4.6075 -3.3308 0.4018
O 4.9741 -4.3544 1.3659
S 5.8643 -5.4506 0.6251
O 5.6125 -6.7129 1.2040
O 7.1769 -4.8416 0.5190
O 5.1669 -5.2651 -0.8104
H 5.6553 -3.4469 -1.5596
H 3.8922 -3.8526 -1.5320
H 3.5494 -3.0904 0.6273
H 5.2301 -2.4349 0.5654
C 1.2425 -3.1581 -5.9193
C 1.0323 -2.8487 -4.4147
O 2.1374 -1.9998 -3.9986
S 3.4740 -2.5986 -4.7320
O 4.0476 -3.6873 -4.0319
O 4.2423 -1.4768 -5.1932
O 2.7244 -3.3044 -6.0375
H 0.9921 -2.2577 -6.4449
H 0.7593 -4.0556 -6.3302
H 1.0006 -3.7836 -3.8676
H 0.1803 -2.2245 -4.2415
C -4.5678 -0.0233 1.4745
C -4.5785 0.1077 3.0433
O -5.8055 0.8162 3.2281
S -6.9356 0.1338 2.2458
O -7.6829 1.1508 1.5985
O -7.4573 -0.9917 2.9133
O -5.9122 -0.4200 1.1482
H -3.9846 -0.9063 1.1484
H -4.3066 0.9058 0.9482
H -3.7001 0.6220 3.4542
H -4.7471 -0.8632 3.5164
C -1.6229 -4.6461 1.0736
C -2.5717 -5.8606 1.3781
O -3.8794 -5.3476 1.4754
S -3.8188 -3.8858 2.1064
O -3.7282 -4.0507 3.5383
O -4.8052 -3.0866 1.4662
O -2.3400 -3.4633 1.5768
H -1.3882 -4.5162 -0.0024
H -0.6774 -4.7244 1.5603
H -2.2553 -6.2983 2.3030
H -2.5273 -6.5746 0.5861
C 2.0939 1.4590 -4.7452
C 0.8392 0.6915 -4.3050
O 0.4561 -0.0025 -5.4544
S 0.7651 0.7663 -6.7649
O -0.3928 1.5225 -7.1814
O 1.3766 -0.1720 -7.6694
O 1.7276 1.7972 -6.1156
H 2.9984 0.8772 -4.7420
H 2.3476 2.3719 -4.2224
H 0.0235 1.3818 -4.1703
H 0.9183 -0.0362 -3.5373
C 3.9042 4.1979 -7.2862
C 3.1944 5.3468 -6.6030
O 3.9705 5.7044 -5.5152
S 4.9317 4.4523 -5.0339
O 4.2927 3.9807 -3.8664
O 6.2548 4.9736 -5.1027
O 4.5759 3.4838 -6.2503
H 4.7005 4.5129 -7.9517
H 3.3652 3.4668 -7.8543
H 2.2391 4.9488 -6.1982
H 2.9901 6.1786 -7.2452
```

Calculated values
Total charge: -2
LUMO energy in hartree: 0.071
E_HOMO in eV: -4.2

Entry 4:
DFT (ωB97M-V/def2-TZVPD) results for an isolated molecule of C9H19NO2.

Structure (XYZ):
```
31
Properties=species:S:1:pos:R:3
C -5.5082 -0.4872 0.4520
C -4.0041 -0.2946 0.6052
C -3.4909 0.8422 -0.2759
C -2.0033 1.1372 -0.0827
C -1.0963 0.0156 -0.5825
C 0.3790 0.3913 -0.4704
C 1.2875 -0.7703 -0.8817
N 1.1040 -1.8740 0.0310
C 2.7666 -0.2905 -1.0135
C 3.2373 0.3929 0.2365
O 3.4083 1.5742 0.3747
O 3.4430 -0.4774 1.2429
H -5.7587 -0.7221 -0.5804
H -5.8574 -1.3014 1.0832
H -6.0411 0.4185 0.7345
H -3.7720 -0.0722 1.6493
H -3.4963 -1.2233 0.3412
H -4.0594 1.7466 -0.0440
H -3.6765 0.5975 -1.3244
H -1.7553 2.0548 -0.6224
H -1.8071 1.3167 0.9768
H -1.2612 -0.8932 -0.0048
H -1.3324 -0.2022 -1.6264
H 0.6009 0.6703 0.5624
H 0.5928 1.2572 -1.0993
H 0.9811 -1.1245 -1.8739
H 1.6502 -2.6784 -0.2551
H 1.3967 -1.6174 0.9677
H 3.4002 -1.1590 -1.2023
H 2.8488 0.4115 -1.8421
H 3.7360 -0.0059 2.0384
```

Calculated values
ΔE to the lowest compared entry with this formula, charge and spin in kcal/mol: 0.0
Structure (SMILES): CCCCCC[C@H](N)CC(=O)O
LUMO energy in hartree: 0.026
E_HOMO in eV: -9.3

Entry 5:
DFT (ωB97M-V/def2-TZVPD) results for C45H43N3O5SV as an isolated structure in a non-equilibrium geometry.

Structure (XYZ):
```
98
Properties=species:S:1:pos:R:3
V -0.9580 -0.3142 -0.9673
C 1.5640 3.3777 2.6839
C 1.1992 1.9817 3.1786
C 1.7003 1.7742 4.5871
O 1.7604 0.9851 2.2947
C 0.8465 0.6392 1.3210
C -0.4483 1.4601 1.7568
O -0.2037 1.7329 3.0961
C -1.8960 0.9660 1.4277
O -1.7745 0.5936 0.0610
C -2.9411 2.0816 1.5532
C -3.9902 2.0995 0.6359
C -5.0090 3.0302 0.7550
C -4.9913 3.9411 1.8008
C -3.9427 3.9315 2.7073
C -2.9163 3.0046 2.5904
C -2.4689 -0.2026 2.2491
C -3.1317 -1.2425 1.6051
C -3.7608 -2.2386 2.3380
C -3.7579 -2.1845 3.7211
C -3.1470 -1.1177 4.3614
C -2.5061 -0.1267 3.6352
C 0.9205 -0.9477 1.0659
O 0.0151 -1.1405 -0.0065
C 0.5919 -1.9203 2.1971
C 0.4850 -1.5734 3.5303
C 0.3407 -2.5650 4.4927
C 0.2810 -3.8981 4.1251
C 0.3676 -4.2469 2.7839
C 0.5324 -3.2654 1.8245
C 2.3539 -1.2401 0.6044
C 3.3737 -1.3342 1.5446
C 4.6692 -1.5981 1.1321
C 4.9542 -1.7961 -0.2110
C 3.9378 -1.7147 -1.1493
C 2.6426 -1.4219 -0.7460
H 2.6331 3.5324 2.8102
H 1.0305 4.1179 3.2785
H 1.3231 3.5269 1.6308
H 2.7842 1.8714 4.5825
H 1.4394 0.7969 4.9882
H 1.2830 2.5452 5.2321
H 1.1674 1.0264 0.3308
H -0.3758 2.3919 1.1752
H -4.0201 1.3695 -0.1664
H -5.8190 3.0395 0.0381
H -5.7984 4.6526 1.9098
H -3.9214 4.6473 3.5178
H -2.1101 3.0012 3.3091
H -3.2323 -1.2494 0.5285
H -4.2820 -3.0347 1.8217
H -4.2539 -2.9555 4.2952
H -3.1769 -1.0433 5.4405
H -2.0647 0.7130 4.1500
H 0.5412 -0.5435 3.8350
H 0.2838 -2.2867 5.5372
H 0.1841 -4.6663 4.8806
H 0.3358 -5.2884 2.4921
H 0.6583 -3.5427 0.7826
H 3.1619 -1.1863 2.5939
H 5.4561 -1.6676 1.8709
H 5.9653 -2.0160 -0.5259
H 4.1512 -1.9024 -2.1925
H 1.8537 -1.3663 -1.4900
S -4.4781 -1.8459 -3.0706
C -3.7108 -3.1816 -2.3155
C -2.5767 -2.7958 -1.6869
N -2.3218 -1.4454 -1.8138
C -3.2558 -0.8269 -2.5275
H -4.1358 -4.1719 -2.3710
H -1.9108 -3.4304 -1.1214
H -3.2425 0.2372 -2.7242
C 2.7116 1.9101 -5.7542
N 1.8897 1.9468 -4.5526
N 1.3291 0.8378 -4.0102
C 0.5080 1.2461 -3.0145
O -0.1862 0.3809 -2.2805
C 0.5626 2.6272 -2.9241
C 1.4494 3.0411 -3.9115
C 1.8435 4.4180 -4.2894
C 1.6122 -0.5091 -4.4089
C 2.9280 -0.9432 -4.5051
C 3.1818 -2.2518 -4.8856
C 2.1326 -3.1205 -5.1489
C 0.8208 -2.6790 -5.0363
C 0.5518 -1.3701 -4.6713
H 2.4233 1.0655 -6.3747
H 3.7723 1.8317 -5.5200
H 2.5475 2.8288 -6.3106
H 0.0299 3.2387 -2.2150
H 1.5248 5.1180 -3.5218
H 1.3618 4.7116 -5.2258
H 2.9199 4.5122 -4.4311
H 3.7514 -0.2814 -4.2695
H 4.2048 -2.5907 -4.9802
H 2.3346 -4.1379 -5.4548
H 0.0066 -3.3508 -5.2734
H -0.4700 -1.0125 -4.6353
```

Calculated values
ΔE to the lowest compared entry with this formula, charge and spin in kcal/mol: 28.4
Total charge: +3
LUMO energy in hartree: -0.390
E_HOMO in eV: -15.4